8
Properties=species:S:1:pos:R:3:mulliken_charge:R:1 method="wB97M-V/def2-TZVPD" charge=0 gap_ha=0.3224
H -0.5355 1.3424 0.6479 0.242
C 1.3266 -0.0820 -0.2203 0.421
H -1.7470 0.4052 0.1625 0.265
N 2.3994 -0.0033 0.2093 -0.379
H -0.3790 -0.7565 -1.2698 0.271
H -0.1231 -1.4687 0.9510 0.107
N -0.9103 0.7873 -0.0822 -0.478
C -0.0310 -0.2244 -0.3986 -0.448

=====

8
Properties=species:S:1:pos:R:3:mulliken_charge:R:1 method="wB97M-V/def2-TZVPD" charge=0 gap_ha=0.3137
C 0.7894 0.5057 -1.3817 -0.377
H 1.6222 0.6088 -1.8753 0.335
N 0.7800 0.2913 0.1149 -0.227
H -0.0979 0.9528 -1.8889 0.259
C -0.8572 -0.7893 1.1668 -0.344
N -0.4540 0.3777 0.4437 -0.171
H -0.0241 -1.3480 1.6557 0.274
H -1.7585 -0.5989 1.7647 0.251

=====

8
Properties=species:S:1:pos:R:3:mulliken_charge:R:1 method="wB97M-V/def2-TZVPD" charge=0 s_squared=2.006 spin_multiplicity=3 gap_ha="0.2971 / 0.3855"
H -0.6176 0.9435 0.0775 0.452
H 1.3447 -0.4862 -1.0471 0.277
C -2.4094 -0.3348 0.3707 -0.387
H -3.1015 -1.1232 0.6134 0.364
N 1.9150 0.0584 -0.2803 -0.036
H 2.8626 0.3296 -0.6497 0.249
C -1.4726 0.3245 0.0785 -0.443
N 1.4788 0.2883 0.8369 -0.475

=====

9
Properties=species:S:1:pos:R:3:mulliken_charge:R:1 method="wB97M-V/def2-TZVPD" charge=0 gap_ha=0.4041
N 0.1882 0.1149 2.1399 -0.616
H 0.4616 -0.0839 -1.8175 0.254
C 0.4118 0.0139 0.8949 0.133
H 1.3846 -0.1169 0.4106 0.238
C -0.5563 -0.0167 -1.3966 0.131
O -1.5361 -0.0017 -2.1029 -0.522
H 1.0568 0.0617 2.6659 0.256
H -1.5623 0.1779 0.3872 0.305
N -0.6359 0.0583 -0.0113 -0.180

=====

9
Properties=species:S:1:pos:R:3:mulliken_charge:R:1 method="wB97M-V/def2-TZVPD" charge=0 gap_ha=0.4047
H -0.6242 -1.1319 -0.7955 0.232
O 0.8612 2.4337 -0.5445 -0.537
N -0.3682 -1.5901 1.2370 -0.610
N 0.2190 0.4405 0.2682 -0.175
H -0.7729 -2.4924 0.9886 0.261
C 0.3799 1.3436 -0.7524 0.116
C -0.2969 -0.8485 0.2109 0.152
H 0.5566 0.8352 1.1385 0.296
H 0.0455 1.0100 -1.7508 0.266

=====

9
Properties=species:S:1:pos:R:3:mulliken_charge:R:1 method="wB97M-V/def2-TZVPD" charge=0 gap_ha=0.3988
C 0.2682 1.0018 -1.0372 0.058
N 0.2393 0.6207 0.2929 -0.153
H 0.2267 0.1520 -1.7386 0.330
H 0.4364 1.3535 0.9633 0.250
H -0.9226 -2.3259 0.4425 0.240
C -0.1140 -0.6484 0.7309 0.071
O 0.3883 2.1558 -1.3761 -0.517
N -0.8070 -1.4183 -0.0005 -0.614
H 0.2847 -0.8911 1.7229 0.334

=====

9
Properties=species:S:1:pos:R:3:mulliken_charge:R:1 method="wB97M-V/def2-TZVPD" charge=0 gap_ha=0.3607
N -1.3042 -1.0604 0.0519 -0.295
C -1.1458 0.1832 0.7073 0.364
H -1.3117 0.4185 1.7341 0.406
N -2.0308 -0.1296 -0.3187 -0.180
C 1.1862 0.0731 -0.4427 -0.592
H 1.8500 0.6482 -1.0984 0.235
H 1.7774 -0.4262 0.3345 0.222
H 0.6675 -0.6970 -1.0470 0.295
O 0.3113 0.9901 0.0790 -0.454

=====

9
Properties=species:S:1:pos:R:3:mulliken_charge:R:1 method="wB97M-V/def2-TZVPD" charge=0 gap_ha=0.3231
H 2.4118 -1.7072 -0.5607 0.250
H -2.0783 1.6961 0.3565 0.202
N -2.2663 -0.2028 0.2501 0.532
H 3.2806 -0.7191 0.6976 0.178
C 2.2753 -1.0406 0.2358 -0.081
N -2.9970 -1.0009 -0.0178 -0.636
H -0.6015 0.5742 0.6975 0.254
O 1.2560 -0.5371 0.6162 -0.377
C -1.5645 0.7481 0.5507 -0.323

=====

9
Properties=species:S:1:pos:R:3:mulliken_charge:R:1 method="wB97M-V/def2-TZVPD" charge=0 gap_ha=0.3819
O 2.3016 0.9895 0.6737 -0.515
H -1.4702 0.9027 -0.5558 0.300
H 0.8172 -1.1911 1.3100 0.308
C 1.3033 0.5543 0.1489 0.161
N -0.5662 -0.9233 0.0390 -0.556
H -2.3599 -0.7258 -0.9052 0.223
H 0.8811 0.9907 -0.8128 0.259
C -1.4027 -0.1847 -0.5603 -0.280
N 0.4958 -0.4123 0.6625 0.101

=====

10
Properties=species:S:1:pos:R:3:mulliken_charge:R:1 method="wB97M-V/def2-TZVPD" charge=0 gap_ha=0.3994
C 0.3997 -1.1401 0.1356 0.245
H -0.4350 -0.0348 1.8480 0.433
H 0.4369 -0.1094 -1.6305 0.237
N -0.4392 1.0922 0.1037 -0.274
N 0.6562 -0.9796 -1.1793 -0.322
C -0.2112 0.0535 0.7877 0.069
H -1.1086 2.8531 0.1088 0.374
O 0.6368 -2.1566 0.7504 -0.586
H 1.0702 -1.7351 -1.6986 0.212
O -1.0059 2.1568 0.7743 -0.389

=====

| no. | energy (eV) |
| --- | --- |
| 1 | -5115.463 |
| 2 | -5113.938 |
| 3 | -5112.786 |
| 4 | -7166.465 |
| 5 | -7166.433 |
| 6 | -7166.369 |
| 7 | -7162.242 |
| 8 | -7163.022 |
| 9 | -7164.713 |
| 10 | -9212.796 |